{
  "formula": "C7H7N7O2",
  "method": "wB97M-V/def2-TZVPD",
  "relative_energy_kcal_mol": 25.9,
  "smiles": "Nc1c(C(=O)NNC=O)nnc2ccnn12",
  "lumo_ev": -0.48,
  "homo_ev": -8.681,
  "elements": ["O", "O", "N", "N", "N", "C", "C", "C", "C", "C", "C", "C", "N", "N", "N", "N", "H", "H", "H", "H", "H", "H", "H"],
  "xyz": [[3.852, -1.608, 2.281], [0.056, -1.394, 2.110], [-0.244, 0.884, -0.680], [-0.527, 0.822, -1.927], [-2.419, -2.239, -2.441], [3.238, -0.967, 3.144], [0.504, -0.643, 1.255], [-2.847, -1.493, -3.443], [-2.158, -0.233, -3.531], [-0.244, -0.395, 0.040], [-1.415, -0.135, -2.410], [-0.972, -1.419, -0.566], [-1.039, -2.665, 0.006], [-1.691, -1.242, -1.723], [2.294, -0.085, 2.803], [1.734, 0.011, 1.480], [3.521, -1.137, 4.178], [-3.445, -1.863, -4.255], [-2.376, 0.508, -4.315], [-1.046, -2.695, 1.053], [-1.542, -3.365, -0.562], [1.739, 0.235, 3.599], [2.282, 0.457, 0.739]],
  "forces_ev_per_a": [[-0.67, 0.77, 1.29], [0.19, 0.01, 0.04], [2.21, -3.36, -0.04], [-2.14, 1.86, 0.50], [-0.10, 2.17, 1.84], [2.18, -2.54, -3.32], [1.07, 0.47, 1.59], [1.98, 0.96, -0.99], [-2.07, 0.45, -2.29], [-1.58, 2.28, -3.14], [0.97, 0.79, -0.04], [-0.25, -2.55, 2.03], [-0.71, 0.14, -0.20], [1.44, -2.57, 1.42], [-1.58, 1.20, -0.35], [-0.60, -0.47, 1.18], [-0.54, 0.63, 0.60], [-0.33, -0.42, 0.20], [0.52, -0.47, 0.64], [0.28, -0.03, -1.59], [0.30, 0.64, 0.83], [-0.24, 0.24, -0.96], [-0.34, -0.20, 0.74]],
  "lowdin_charge": [-0.007, 0.051, 0.091, 0.062, 0.124, -0.335, -0.409, -0.127, -0.012, -0.101, -0.304, -0.206, 0.163, -0.012, 0.032, 0.107, 0.129, 0.105, 0.113, 0.120, 0.107, 0.150, 0.158]
}

---

{
  "formula": "C7H7NO",
  "method": "wB97M-V/def2-TZVPD",
  "relative_energy_kcal_mol": 64.2,
  "lumo_ev": 0.65,
  "homo_ev": -8.821,
  "elements": ["C", "C", "C", "C", "C", "C", "C", "N", "O", "H", "H", "H", "H", "H", "H", "H"],
  "xyz": [[-0.277, 2.928, -0.574], [-0.821, -1.533, 0.739], [-1.124, -0.990, 1.952], [-0.205, -0.536, -0.050], [-0.186, 0.553, 0.807], [0.314, -0.737, -1.400], [0.450, 2.401, 0.537], [-1.005, 3.201, -1.444], [-0.753, 0.303, 1.985], [-0.922, -2.683, 0.402], [-1.877, -1.266, 2.638], [1.271, -0.961, -1.286], [-0.110, -1.578, -1.964], [0.308, 0.182, -2.042], [1.597, 2.332, 0.330], [0.140, 2.939, 1.409]],
  "forces_ev_per_a": [[-1.98, -0.07, -2.20], [-0.18, -3.26, -0.18], [-0.54, -0.66, -1.08], [-0.55, 1.33, 1.57], [1.66, 3.44, -2.21], [-2.77, 1.70, -1.92], [0.96, -4.36, 0.02], [1.49, -0.16, 1.43], [0.12, 0.61, 0.02], [-0.07, 3.06, 0.95], [-0.06, -0.42, 1.02], [4.57, -1.10, 0.22], [-0.36, 0.37, 0.37], [-0.33, -0.72, 0.57], [-2.27, 0.20, 0.67], [0.32, 0.03, 0.77]],
  "lowdin_charge": [-0.295, -0.043, -0.131, -0.270, -0.084, -0.040, -0.010, 0.141, 0.024, 0.168, 0.111, 0.029, 0.095, 0.102, 0.130, 0.075]
}

---

{
  "formula": "C7H7NO2",
  "method": "wB97M-V/def2-TZVPD",
  "relative_energy_kcal_mol": 69.9,
  "smiles": "[H]/N=C(/O)C1(C#CC=O)CC1",
  "lumo_ev": 0.07,
  "homo_ev": -9.966,
  "elements": ["O", "C", "C", "C", "C", "C", "C", "C", "N", "H", "H", "H", "H", "H", "O", "H", "H"],
  "xyz": [[-3.890, -0.150, 1.964], [-3.403, 0.447, 1.026], [-2.038, 0.281, 0.598], [-0.893, 0.168, 0.206], [0.461, 0.015, -0.245], [1.145, 1.247, -0.850], [0.719, 0.155, -1.750], [1.300, -0.944, 0.547], [0.924, -1.719, 1.481], [-3.990, 1.184, 0.442], [2.205, 1.350, -0.624], [0.563, 2.168, -0.829], [-0.165, 0.300, -2.370], [1.479, -0.509, -2.158], [2.539, -1.057, 0.060], [-0.065, -1.597, 1.695], [3.110, -1.339, 0.808]],
  "forces_ev_per_a": [[0.25, 0.34, -0.58], [-0.44, -0.14, 0.54], [1.26, -0.13, -0.47], [-1.11, 0.11, 0.33], [0.10, 0.17, -0.01], [0.05, 0.26, 0.21], [0.00, -0.27, -0.17], [-1.31, -1.19, 0.20], [0.09, 0.69, -0.31], [0.10, -0.18, 0.10], [-0.32, -0.06, -0.09], [0.16, -0.27, -0.02], [0.24, -0.05, 0.21], [-0.20, 0.21, 0.12], [1.44, 0.55, 0.53], [0.14, 0.15, 0.09], [-0.45, -0.19, -0.71]],
  "lowdin_charge": [0.051, -0.286, 0.071, 0.052, -0.334, -0.056, -0.052, -0.451, 0.168, 0.120, 0.114, 0.117, 0.118, 0.116, 0.060, 0.050, 0.140]
}

---

{
  "formula": "C7H7NO3",
  "method": "wB97M-V/def2-TZVPD",
  "relative_energy_kcal_mol": 151.8,
  "lumo_ev": 0.23,
  "homo_ev": -8.421,
  "elements": ["C", "C", "C", "C", "C", "C", "C", "H", "H", "H", "H", "H", "H", "H", "N", "O", "O", "O"],
  "xyz": [[0.169, -1.209, 0.870], [-0.897, -0.301, 0.340], [-0.450, 0.705, -0.514], [0.959, 0.870, -0.716], [1.872, 0.023, -0.137], [1.456, -1.020, 0.607], [-1.425, 1.515, -1.030], [-1.069, -2.197, 2.410], [0.687, -2.861, 2.314], [-2.182, -0.511, 0.681], [1.398, 1.972, -1.031], [2.625, 0.343, -0.387], [3.216, -1.544, 0.824], [-0.239, 2.283, -2.554], [-0.266, -2.294, 1.645], [2.271, -1.970, 1.303], [-1.236, 2.250, -2.101], [-2.620, 1.605, -0.489]],
  "forces_ev_per_a": [[-6.70, 0.81, 0.88], [-0.45, -2.49, 1.52], [2.86, -2.60, 2.17], [-1.02, 3.05, -0.13], [-13.43, -3.14, 2.26], [1.66, -2.43, 1.78], [-8.14, 2.89, 1.27], [2.29, 0.38, -2.66], [-3.91, 2.62, -3.00], [4.60, 0.88, -1.41], [-1.27, -3.11, 0.24], [15.18, 4.59, -3.44], [-3.33, -2.68, 2.70], [-3.74, -0.67, 2.20], [2.01, -2.76, 4.88], [4.60, 3.93, -4.02], [3.67, 1.17, -2.82], [5.13, -0.43, -2.42]],
  "lowdin_charge": [-0.296, 0.099, -0.220, -0.005, -0.028, -0.290, -0.504, 0.131, 0.225, 0.232, 0.179, -0.015, 0.226, 0.212, 0.021, -0.048, 0.086, -0.005]
}

---

{
  "formula": "C7H7NO4",
  "method": "wB97M-V/def2-TZVPD",
  "relative_energy_kcal_mol": 178.3,
  "lumo_ev": -0.83,
  "homo_ev": -8.713,
  "elements": ["C", "C", "C", "C", "C", "C", "C", "H", "H", "H", "H", "H", "H", "H", "N", "O", "O", "O", "O"],
  "xyz": [[1.707, 0.464, -0.070], [0.229, 0.539, -0.225], [-0.369, 1.833, 0.119], [-1.846, 1.919, -0.150], [-2.671, 0.823, -0.028], [-2.011, -0.444, 0.088], [-0.563, -0.664, 0.105], [4.023, 0.192, 1.145], [1.650, -1.785, -0.247], [0.330, 2.610, 0.073], [-1.910, 2.928, -0.262], [-3.702, 0.642, 0.061], [-3.802, -1.064, 0.088], [-0.967, -2.371, 0.582], [2.134, -0.842, -0.426], [3.536, -0.898, 0.050], [2.385, 1.550, 0.185], [-3.006, -1.468, 0.065], [-0.092, -1.944, 0.014]],
  "forces_ev_per_a": [[0.26, 1.95, -1.16], [-1.74, 0.40, 4.61], [-2.85, -5.21, -3.85], [4.34, -0.93, 2.28], [3.94, -1.24, 0.16], [-0.53, 0.53, -0.29], [-2.48, 2.96, -2.73], [-2.47, -2.74, -3.25], [0.64, 2.44, 0.17], [0.38, 1.50, 0.10], [-2.33, 2.66, -0.30], [-1.41, 1.32, -0.44], [-3.90, 1.78, 0.16], [3.85, 0.53, -2.51], [4.27, 2.26, 3.03], [0.23, 1.22, 1.13], [-1.80, -5.39, -0.71], [6.43, -2.38, 0.37], [-4.83, -1.66, 3.23]],
  "lowdin_charge": [-0.382, -0.053, 0.049, -0.032, -0.015, -0.163, -0.191, 0.358, 0.151, 0.081, 0.060, 0.097, 0.017, 0.239, 0.024, -0.231, -0.028, 0.040, -0.022]
}

---

{
  "formula": "C7H7NP",
  "method": "wB97M-V/def2-TZVPD",
  "relative_energy_kcal_mol": 39.5,
  "charge": 1,
  "lumo_ev": [-5.66, -5.66],
  "homo_ev": [-12.655, -12.647],
  "elements": ["C", "C", "C", "C", "C", "C", "C", "N", "P", "H", "H", "H", "H", "H", "H", "H"],
  "xyz": [[-0.606, 0.393, 0.042], [-1.749, 1.126, 0.398], [0.712, -1.387, -0.157], [-0.534, -1.812, -0.507], [0.798, -0.011, 0.155], [1.957, 2.017, 0.801], [1.981, 0.690, 0.577], [-1.292, -0.722, -0.433], [-2.912, 0.082, -0.413], [1.533, -2.069, -0.174], [-0.793, -2.879, -0.651], [2.852, 2.664, 1.045], [0.972, 2.458, 0.918], [2.751, -0.095, 0.603], [-4.059, -0.548, -0.008], [-3.333, 0.367, -1.694]],
  "forces_ev_per_a": [[-1.91, 0.62, 0.04], [1.58, 3.78, 2.21], [2.34, 1.04, 0.31], [-1.24, -0.71, 0.20], [-2.25, -0.66, 0.33], [1.17, -0.24, 0.88], [-0.15, -0.27, -0.42], [-2.74, -3.83, -2.23], [3.26, -1.01, -1.05], [0.60, -0.13, 0.15], [-0.34, 1.09, -0.20], [-1.15, -1.09, -0.28], [0.14, 0.34, -0.51], [0.68, 1.35, 0.09], [-0.20, -0.56, 1.08], [0.23, 0.28, -0.59]],
  "lowdin_charge": [-0.279, -0.126, 0.002, -0.027, -0.121, 0.102, -0.106, -0.212, 1.150, 0.127, 0.161, 0.104, 0.072, 0.124, 0.012, 0.018]
}

---

{
  "formula": "C7H7NSSi",
  "method": "wB97M-V/def2-TZVPD",
  "relative_energy_kcal_mol": 78.5,
  "lumo_ev": [-1.03, -1.44],
  "homo_ev": [-8.133, -9.340],
  "elements": ["C", "C", "C", "C", "C", "C", "C", "N", "Si", "S", "H", "H", "H", "H", "H", "H", "H"],
  "xyz": [[0.484, 3.018, -2.172], [-1.100, -2.069, 0.440], [-2.020, -1.028, 0.603], [0.309, -1.808, 0.487], [-1.600, 0.252, 0.700], [0.680, -0.537, 0.718], [-0.247, 0.477, 0.782], [0.071, 3.171, -3.233], [1.524, 2.420, -0.742], [0.364, 2.234, 1.095], [-1.442, -3.135, 0.579], [-3.040, -1.318, 0.527], [0.994, -2.591, 0.590], [-2.351, 1.024, 1.006], [1.764, -0.338, 0.439], [2.616, 1.426, -0.920], [2.994, -1.199, -0.899]],
  "forces_ev_per_a": [[1.01, -1.29, 0.57], [1.05, -1.13, 1.35], [0.55, -2.62, -1.26], [-3.94, -0.95, 0.69], [-0.79, 1.97, 1.64], [2.66, 1.47, -1.99], [0.69, 2.35, 0.40], [-0.40, 0.43, -0.38], [-0.65, 1.05, 1.19], [0.16, -1.36, -1.34], [0.28, 1.28, -0.76], [-0.84, 0.18, 0.31], [0.96, -1.12, -0.46], [0.92, -0.44, -0.85], [-1.25, 0.20, 1.41], [-0.55, 0.04, -0.41], [0.12, -0.04, -0.11]],
  "lowdin_charge": [-0.430, -0.052, -0.102, -0.098, -0.130, -0.200, -0.569, 0.063, 0.453, 0.566, 0.119, 0.099, 0.083, 0.130, 0.038, -0.101, 0.131]
}

---

{
  "formula": "C7H7O2S2",
  "method": "wB97M-V/def2-TZVPD",
  "relative_energy_kcal_mol": 0.0,
  "charge": -1,
  "lumo_ev": [3.04, 3.12],
  "homo_ev": [-4.368, -4.234],
  "elements": ["C", "C", "C", "C", "C", "C", "C", "O", "O", "S", "S", "H", "H", "H", "H", "H", "H", "H"],
  "xyz": [[2.304, -1.289, -0.052], [1.255, -2.103, 0.271], [1.956, -0.024, -0.404], [-0.142, -1.747, 0.265], [0.600, 0.472, -0.375], [-0.377, -0.456, -0.062], [0.138, 1.877, -0.617], [-3.212, 1.466, -0.673], [-3.613, -0.462, 0.819], [-2.353, 1.690, 2.110], [-2.750, 0.610, 0.466], [3.317, -1.491, 0.072], [1.273, -3.153, 0.612], [2.694, 0.634, -0.755], [-0.948, -2.567, 0.261], [0.160, 2.398, 0.303], [0.675, 2.460, -1.304], [-0.975, 1.686, -0.938]],
  "forces_ev_per_a": [[-1.82, 0.20, 0.49], [-2.74, -2.84, 1.13], [-2.64, 2.03, -0.44], [1.02, -1.37, -1.06], [1.59, -1.06, -0.04], [-2.64, 1.71, 0.47], [-2.55, -1.91, -0.49], [1.14, -1.57, 1.30], [-0.79, -2.04, -0.15], [0.34, -0.23, -0.64], [1.34, 2.62, -0.83], [1.49, -0.92, -0.03], [1.16, 0.41, -0.33], [1.07, 1.05, -0.23], [1.34, 1.51, 0.59], [-0.33, 0.63, 1.12], [0.83, 0.49, -1.29], [2.20, 1.29, 0.43]],
  "lowdin_charge": [-0.130, -0.122, -0.060, -0.107, -0.272, -0.070, -0.079, -0.503, -0.484, 0.075, 0.210, 0.078, 0.089, 0.082, 0.128, 0.045, 0.048, 0.072]
}

---

{
  "formula": "C7H7O3S",
  "method": "wB97M-V/def2-TZVPD",
  "relative_energy_kcal_mol": 56.1,
  "charge": -1,
  "lumo_ev": 3.08,
  "homo_ev": -4.973,
  "elements": ["C", "C", "C", "C", "C", "C", "C", "O", "O", "O", "S", "H", "H", "H", "H", "H", "H", "H"],
  "xyz": [[2.010, -0.806, 1.981], [0.721, -0.582, 1.393], [3.033, -0.700, 1.017], [0.808, -0.183, 0.061], [-2.198, -0.459, -0.216], [-1.099, 1.712, -1.160], [-0.971, 0.203, -0.958], [-2.613, -1.525, -0.684], [-2.625, 0.157, 0.724], [-0.791, -0.460, -2.194], [2.419, -0.073, -0.475], [2.223, -0.914, 3.062], [-0.285, -0.593, 1.991], [4.049, -1.086, 1.191], [-1.702, 2.131, -2.025], [-0.053, 2.139, -1.438], [-1.533, 2.232, -0.386], [-1.391, -1.191, -1.884]],
  "forces_ev_per_a": [[0.86, 0.18, -1.15], [-1.09, 0.82, 0.47], [-0.66, -0.14, 1.66], [-3.85, 0.48, 0.46], [1.27, -0.16, -0.30], [2.74, 0.56, -2.93], [2.26, 0.05, -1.30], [0.41, -1.04, -1.33], [-0.84, 1.77, 2.32], [-0.64, 0.38, 2.05], [-0.05, -0.96, 0.18], [-0.24, -0.46, -0.87], [2.03, -0.03, -1.42], [-0.43, 0.78, -0.36], [0.28, -1.58, 0.43], [-1.61, -0.58, 0.84], [-0.42, 0.81, 2.39], [-0.01, -0.87, -1.15]],
  "lowdin_charge": [-0.227, -0.204, -0.475, -0.406, -0.745, -0.056, -0.278, -0.024, 0.005, -0.060, 0.916, 0.089, 0.132, 0.048, 0.093, 0.098, 0.029, 0.064]
}

---

{
  "formula": "C7H7PS",
  "method": "wB97M-V/def2-TZVPD",
  "multiplicity": 3,
  "lumo_ev": [0.96, -2.63],
  "homo_ev": [-7.224, -9.336],
  "s_squared": 2.01,
  "elements": ["C", "C", "C", "C", "C", "C", "C", "P", "S", "H", "H", "H", "H", "H", "H", "H"],
  "xyz": [[-0.803, -0.056, 1.552], [-0.832, 1.325, 1.597], [-0.296, -0.697, 0.448], [-0.230, 2.048, 0.546], [0.269, -0.021, -0.575], [0.280, 1.350, -0.498], [0.789, -0.850, -1.663], [1.183, 2.331, -1.843], [0.121, 3.981, -1.894], [-1.434, -0.540, 2.299], [-1.431, 1.802, 2.341], [-0.559, -1.755, 0.445], [-0.360, 3.106, 0.381], [1.002, -0.209, -2.582], [1.657, -1.506, -1.475], [-0.093, -1.384, -1.897]],
  "forces_ev_per_a": [[-1.23, 0.99, 0.58], [0.63, 0.54, -1.02], [-1.51, -1.45, 2.04], [-1.86, -0.08, 1.43], [1.20, -0.14, 0.30], [1.87, 0.84, -1.95], [0.89, 1.24, -2.50], [-0.14, -0.99, 0.41], [-0.25, 0.77, -0.31], [0.54, -0.38, -0.16], [0.02, 0.45, 0.48], [0.74, -0.03, -0.54], [0.17, 0.18, 0.78], [-0.03, -0.90, 1.08], [-0.54, 0.39, 0.22], [-0.48, -1.42, -0.84]],
  "lowdin_spin": [0.023, 0.002, 0.003, 0.053, 0.030, 0.151, 0.020, 0.769, 0.912, 0.001, 0.001, 0.000, 0.018, 0.016, 0.000, 0.001]
}

---

no.,DFT total energy (eV)
1,-21894.94328
2,-10906.55395
3,-12954.56451
4,-14999.01472
5,-17043.57703
6,-18137.60142
7,-27570.38146
8,-33136.42294
9,-24349.45112
10,-27494.24833